Molecular formula: C36H84O28P4
Method: DFT, ωB97M-V/def2-TZVPD

ORCA input file:
```
! RIJCOSX wB97M-V def2-TZVPD def2/J DEFGRID3
* xyz 0 1
C 9.265 -16.803 -3.924
O 8.817 -16.430 -2.640
P 8.781 -14.825 -2.333
O 8.282 -13.965 -3.522
O 7.633 -14.688 -1.134
C 7.994 -15.229 0.162
O 10.204 -14.480 -1.544
C 10.738 -13.201 -1.449
H 10.350 -16.915 -3.923
H 8.788 -16.234 -4.722
H 8.854 -17.794 -4.116
H 7.014 -15.454 0.583
H 8.489 -14.524 0.830
H 8.528 -16.178 0.123
H 10.020 -12.386 -1.357
H 11.114 -12.832 -2.403
H 11.505 -13.048 -0.689
C 11.084 -11.678 -5.981
O 11.648 -10.967 -7.014
P 10.823 -10.338 -8.219
O 10.004 -9.151 -7.856
O 9.953 -11.620 -8.706
C 8.649 -11.551 -9.113
O 11.991 -10.050 -9.358
C 11.529 -9.748 -10.678
H 11.372 -11.190 -5.050
H 11.478 -12.695 -5.965
H 9.995 -11.681 -5.948
H 7.845 -11.871 -8.450
H 8.727 -12.188 -9.994
H 8.388 -10.564 -9.494
H 12.245 -10.303 -11.284
H 11.587 -8.683 -10.905
H 10.522 -10.093 -10.911
C 6.906 -13.596 -12.700
O 5.785 -14.319 -13.277
P 6.045 -15.272 -14.588
O 6.887 -14.595 -15.577
O 4.543 -15.418 -15.219
C 3.530 -16.102 -14.514
O 6.491 -16.821 -14.116
C 6.900 -17.668 -15.108
H 6.485 -12.706 -12.232
H 7.647 -13.199 -13.394
H 7.378 -14.175 -11.906
H 3.342 -15.851 -13.470
H 3.502 -17.178 -14.686
H 2.674 -15.798 -15.116
H 6.372 -18.621 -15.055
H 7.973 -17.852 -15.047
H 6.629 -17.300 -16.097
C 10.363 -21.383 -6.451
O 9.634 -20.275 -5.914
P 8.130 -19.884 -6.432
O 7.504 -18.751 -5.677
O 8.367 -19.688 -8.063
C 7.704 -18.702 -8.823
O 7.293 -21.280 -6.398
C 7.024 -21.948 -5.127
H 9.675 -22.051 -6.970
H 10.898 -21.850 -5.624
H 11.127 -21.061 -7.159
H 6.890 -18.091 -8.432
H 7.376 -19.076 -9.793
H 8.439 -17.904 -8.923
H 6.045 -21.652 -4.751
H 7.732 -21.820 -4.309
H 7.045 -22.964 -5.522
O 0.947 -18.355 -7.069
C 1.371 -17.994 -8.192
O 2.444 -17.271 -8.455
C 3.116 -16.429 -7.508
C 4.273 -17.162 -6.820
C 0.667 -18.367 -9.482
H 2.428 -16.295 -6.673
H 3.404 -15.456 -7.908
H 5.188 -16.621 -6.579
H 4.526 -18.066 -7.375
H 3.970 -17.465 -5.818
H -0.135 -17.642 -9.625
H 0.258 -19.364 -9.316
H 1.309 -18.303 -10.361
O 2.764 -21.003 -13.151
C 3.611 -20.505 -12.502
O 4.954 -20.480 -12.738
C 5.429 -21.383 -13.793
C 6.845 -21.700 -13.365
C 3.245 -19.757 -11.235
H 5.269 -20.939 -14.775
H 4.843 -22.302 -13.767
H 7.318 -22.471 -13.974
H 6.894 -22.119 -12.360
H 7.454 -20.799 -13.293
H 2.237 -19.938 -10.862
H 3.285 -18.729 -11.598
H 4.049 -19.742 -10.500
O 1.408 -13.728 -2.675
C 1.817 -14.426 -3.587
O 3.099 -14.527 -3.975
C 4.078 -13.932 -3.122
C 5.314 -13.863 -4.039
C 0.895 -15.243 -4.455
H 4.298 -14.493 -2.214
H 3.905 -12.884 -2.875
H 5.141 -13.216 -4.899
H 5.500 -14.926 -4.189
H 6.193 -13.416 -3.574
H -0.087 -15.337 -3.992
H 1.354 -16.177 -4.781
H 0.682 -14.647 -5.342
O 5.255 -14.305 -10.127
C 5.796 -15.384 -10.031
O 6.996 -15.690 -9.418
C 7.858 -14.722 -8.925
C 7.729 -14.413 -7.366
C 5.137 -16.520 -10.766
H 7.684 -13.901 -9.621
H 8.910 -14.979 -9.050
H 6.716 -14.148 -7.060
H 8.350 -13.538 -7.176
H 8.167 -15.187 -6.736
H 4.057 -16.379 -10.716
H 5.495 -17.375 -10.192
H 5.374 -16.651 -11.822
O 2.665 -12.571 -7.226
C 3.430 -12.172 -8.113
O 3.131 -12.117 -9.387
C 1.923 -12.638 -9.876
C 2.227 -13.842 -10.769
C 4.719 -11.522 -7.879
H 1.716 -11.910 -10.660
H 1.079 -12.672 -9.187
H 1.343 -13.944 -11.399
H 2.311 -14.782 -10.223
H 3.174 -13.709 -11.292
H 4.884 -10.462 -8.073
H 5.474 -12.030 -8.479
H 4.954 -11.743 -6.838
O 10.561 -16.592 -8.274
C 11.481 -17.020 -8.924
O 12.585 -16.260 -9.394
C 12.885 -14.889 -9.010
C 11.876 -13.900 -9.521
C 11.552 -18.480 -9.358
H 13.876 -14.671 -9.410
H 13.001 -14.790 -7.931
H 11.493 -14.192 -10.499
H 12.429 -12.982 -9.717
H 11.015 -13.801 -8.860
H 12.371 -18.948 -8.812
H 11.383 -18.552 -10.433
H 10.783 -18.933 -8.733
*
```

Properties
Structure (SMILES): COP(=O)(OC)OC.COP(=O)(OC)OC.COP(=O)(OC)OC.COP(=O)(OC)OC.CCOC(C)=O.CCOC(C)=O.CCOC(C)=O.CCOC(C)=O.CCOC(C)=O.CCOC(C)=O
HOMO: -9.6026 eV
HOMO-LUMO gap: 9.8 eV
Energy above the lowest of the compared OMol25 structures with the same formula, charge and spin: 130.44 kcal per mole
Energy: -4894.467819 Ha
E_LUMO: 0.20 eV

Results of the Mulliken charge analysis, in e, for atoms 1 through 5: number 1, C, carries 0.118; number 2, O, carries -0.436; number 3, P, carries 1.093; number 4, O, carries -0.573; number 5, O, carries -0.297